No. 1
A structure of composition C10H5Cl2EuNO3Tl, computed with ωB97M-V with the def2-TZVPD basis set.

- energy (eV) = -67096.6811
- <S²> = 12.06
- lowest unoccupied orbital energy (spin up / spin down) (Ha) = -0.591 / -0.671
- 2S+1 = 7
- charge = +4
- gap between HOMO and LUMO (spin up / spin down) (eV) = 4.664 / 2.501

Positions of all 23 atoms, in Å:
Eu (-5.76832, -0.25449, -1.76073)
Tl (-2.71892, -0.53592, 0.07216)
Cl (-5.99728, -1.48144, 0.51832)
Cl (-2.54957, 1.13566, -1.85705)
C (0.32733, -0.84391, -1.97060)
C (-8.61957, -1.09212, -1.34128)
C (-8.51411, -0.33806, -3.14379)
O (1.28229, -0.20905, -2.15830)
O (-9.75181, -1.37375, -1.34886)
O (-9.49424, -0.34762, -3.75493)
N (0.48960, -0.20215, 0.55370)
C (1.65331, 0.04578, 0.53169)
C (3.00941, 0.28736, 0.84272)
C (3.80747, -0.80704, 1.16628)
C (5.11873, -0.63175, 1.59044)
C (5.64595, 0.64770, 1.74580)
C (4.82935, 1.74853, 1.48066)
C (3.51566, 1.57694, 1.03872)
H (3.32008, -1.77657, 1.23158)
H (5.69624, -1.50856, 1.87883)
H (6.69478, 0.78079, 1.98960)
H (5.19275, 2.75603, 1.69933)
H (2.83089, 2.42360, 0.99571)

Force components x, y, z for each atom (eV/Å):
-1.330 -0.906 1.736
0.511 -0.719 1.140
0.660 1.329 -2.295
-1.527 -0.160 -0.542
3.346 2.239 -0.914
-4.987 -2.217 2.507
-2.799 1.481 -5.558
-3.395 -2.320 0.391
5.034 0.944 0.780
3.852 0.158 2.131
2.392 0.574 -0.129
-1.585 -0.152 0.892
-1.544 -0.160 -0.731
-1.009 -1.376 0.277
1.305 -0.529 0.686
0.586 0.067 -0.551
1.090 0.870 0.649
-1.222 1.031 0.078
0.312 -0.189 -0.228
0.106 0.053 -0.170
-0.008 0.054 0.328
-0.014 -0.136 -0.237
0.227 0.066 -0.242

Atom charges from the Löwdin analysis, given in e for atoms 1 to 5: 1.786 0.473 -0.132 -0.293 0.051

---

No. 2
A structure of composition C10H5ClMnNO5, computed with ωB97M-V with the def2-TZVPD basis set.

- energy (eV) = -66006.1139
- <S²> = 8.85
- lowest unoccupied orbital energy (spin up / spin down) (Ha) = -0.144 / -0.286
- 2S+1 = 6
- charge = +1
- gap between HOMO and LUMO (spin up / spin down) (eV) = 5.941 / 5.497

Positions of all 23 atoms, in Å:
O (0.48923, -0.27718, -3.67255)
C (0.38233, -0.69825, -2.56796)
Mn (-0.70696, -1.10370, -0.63924)
O (-2.21709, 0.81112, -2.29495)
C (-1.67977, 0.04166, -1.62385)
C (-2.01021, -1.47769, 0.58317)
O (-2.90826, -1.69846, 1.29500)
C (0.50196, -2.31467, 0.03730)
O (1.13063, -2.99028, 0.74955)
C (-1.34529, -2.47975, -1.68595)
O (-1.77752, -3.31197, -2.36620)
H (1.27458, -1.30090, -2.13442)
Cl (1.81161, 3.84639, -0.18771)
C (1.20196, 2.46841, 0.61387)
C (1.27363, 2.35241, 1.99683)
C (0.75526, 1.19360, 2.57624)
C (0.21142, 0.18136, 1.78284)
N (0.11884, 0.34558, 0.44481)
C (0.62561, 1.45536, -0.14273)
H (1.71312, 3.15333, 2.58129)
H (0.76105, 1.03339, 3.64883)
H (-0.17523, -0.74264, 2.21615)
H (0.56910, 1.51288, -1.21029)

Force components x, y, z for each atom (eV/Å):
-0.427 -0.895 1.457
2.399 1.664 -3.083
1.491 -0.870 -0.587
1.180 -1.813 1.391
-2.903 3.813 -2.127
-5.666 -1.309 5.007
3.218 0.745 -2.594
3.053 -2.783 4.319
-1.844 1.956 -2.773
-2.125 -4.116 -3.787
1.265 2.528 2.303
-0.377 -0.094 -0.071
-0.409 -0.893 0.552
0.307 0.874 -2.700
0.221 -0.015 3.443
0.053 0.006 -0.123
0.599 0.631 3.383
0.098 0.913 -3.899
-0.344 -0.913 0.520
-0.117 -0.220 -0.036
0.135 0.186 -0.104
0.213 0.375 -0.095
-0.018 0.230 -0.395

Atom charges from the Löwdin analysis, given in e for atoms 1 to 5: 0.150 -0.160 0.109 0.205 -0.163

---

No. 3
A structure of composition C10H5NO3Ti, computed with ωB97M-V with the def2-TZVPD basis set.

- energy (eV) = -41177.5120
- <S²> = 2.01
- lowest unoccupied orbital energy (spin up / spin down) (Ha) = -0.399 / -0.392
- 2S+1 = 3
- charge = +2
- gap between HOMO and LUMO (spin up / spin down) (eV) = 5.279 / 5.471

Positions of all 20 atoms, in Å:
O (-1.73267, -1.65696, -4.73597)
C (-1.31589, -0.74576, -4.17946)
Ti (-0.65136, 0.70603, -3.29299)
C (-1.86994, 2.06501, -3.35010)
C (0.90098, 1.24659, -4.08880)
O (-2.63473, 2.91800, -3.38602)
O (1.87504, 1.58589, -4.58845)
N (-0.18766, 0.53649, -1.34536)
C (0.02317, 0.27247, -0.23829)
C (0.25363, -0.13974, 1.12184)
C (0.90078, 0.70876, 2.03019)
C (1.11826, 0.28610, 3.34705)
C (0.69110, -0.98170, 3.75761)
C (0.04594, -1.82880, 2.85238)
C (-0.17284, -1.40980, 1.53672)
H (1.23601, 1.69150, 1.72154)
H (1.61788, 0.93955, 4.04971)
H (0.85998, -1.30817, 4.77584)
H (-0.28447, -2.81027, 3.16926)
H (-0.67319, -2.07519, 0.84330)

Force components x, y, z for each atom (eV/Å):
1.155 2.465 1.627
-3.812 -8.109 -5.391
1.567 -1.582 7.640
-6.961 7.720 -0.883
8.559 3.108 -5.021
2.186 -2.424 0.257
-2.688 -0.971 1.555
-0.134 0.035 -0.541
0.322 -0.837 2.204
-0.072 0.362 -0.742
0.374 0.293 0.808
-0.245 -0.063 -0.717
-0.059 0.222 -0.511
-0.003 0.411 -0.602
-0.179 -0.743 0.482
-0.015 -0.042 0.021
-0.016 0.032 -0.095
0.000 0.024 -0.028
0.000 0.068 -0.096
0.020 0.031 0.034

Atom charges from the Löwdin analysis, given in e for atoms 1 to 5: 0.282 -0.059 0.773 -0.061 -0.062

---

No. 4
A structure of composition C10H6AlNO5, computed with ωB97M-V with the def2-TZVPD basis set.

- energy (eV) = -28772.8345
- lowest unoccupied orbital energy (Ha) = -0.349
- 2S+1 = 1
- charge = +2
- gap between HOMO and LUMO (eV) = 8.437

Positions of all 23 atoms, in Å:
O (-3.60938, -4.82490, -0.29388)
C (-2.68361, -4.15954, -0.22284)
Al (0.09195, -0.04390, 0.39971)
O (2.64514, -1.75403, 1.49705)
C (1.84054, -1.02946, 1.07504)
C (1.84003, 2.46850, -0.16485)
O (2.45017, 3.36529, -0.52863)
C (-0.51916, 2.94462, -1.77648)
O (-1.20886, 2.71745, -2.66436)
C (0.23907, 0.13410, -1.66282)
O (0.39727, -0.01131, -2.80831)
H (-0.23544, -1.54837, 0.42442)
C (-1.77291, 1.44561, 4.42535)
C (-1.40992, 2.42935, 3.52137)
C (-0.91386, 2.09006, 2.26973)
N (-0.82861, 0.77610, 1.91230)
C (-1.18108, -0.20839, 2.79483)
C (-1.67204, 0.10994, 4.04829)
H (-2.15402, 1.68960, 5.41469)
H (-1.49983, 3.48516, 3.77960)
H (-0.57278, 2.83390, 1.54428)
H (-1.03976, -1.24405, 2.46886)
H (-1.96521, -0.71549, 4.69304)

Force components x, y, z for each atom (eV/Å):
2.107 1.478 0.151
-2.096 -1.449 -0.143
-0.486 -0.087 1.354
-4.172 3.417 -2.147
4.935 -2.760 2.231
1.787 2.306 -0.914
-1.794 -2.706 1.180
-2.237 -0.585 -2.544
1.891 0.767 2.408
1.155 -0.718 -6.751
-0.957 0.771 6.405
-0.773 -0.267 -0.403
-0.266 -0.454 0.070
0.268 0.751 -0.512
-0.241 -0.448 0.338
1.064 -0.157 -0.642
-0.105 0.463 0.121
0.143 -0.513 -0.318
0.096 0.096 -0.210
0.075 -0.307 -0.067
-0.233 -0.277 0.277
-0.233 0.384 0.088
0.074 0.298 0.028

Atom charges from the Löwdin analysis, given in e for atoms 1 to 5: 0.029 -0.014 0.462 0.249 0.078